DFT (ωB97M-V/def2-TZVPD) results for a molecular structure, C25H24AlCl4NO2Si.

HOMO level = -0.2899 Ha
LUMO level = 0.3072 eV
HOMO-LUMO gap = 8.195 eV

Last column: natural (NBO) charge in e.
Atoms and positions in Å:
Al 1.13 0.89 -1.01  2.07
Cl 3.13 -0.39 -7.08  0.04
C 3.08 0.07 -5.42  -0.10
C 4.22 0.52 -4.78  -0.09
Cl 5.72 0.62 -5.63  0.04
C 4.17 0.89 -3.43  -0.13
Cl 5.58 1.44 -2.59  0.04
C 2.98 0.81 -2.74  0.29
O 2.83 1.14 -1.44  -0.90
C 1.82 0.36 -3.39  0.22
O 0.70 0.31 -2.63  -0.90
C 1.86 -0.01 -4.72  -0.10
Cl 0.41 -0.56 -5.47  0.03
C 0.01 2.18 -0.06  -1.58
Si -0.97 1.09 1.07  1.66
C 0.33 -0.23 1.50  -0.68
N 1.02 -0.69 0.25  -0.60
C 2.43 -1.13 0.53  -0.22
C 2.49 -2.33 1.47  -0.43
C 1.48 -3.41 1.07  -0.41
C 0.95 -3.16 -0.34  -0.41
C 0.24 -1.81 -0.41  -0.24
C -1.58 1.89 2.64  -0.42
C -0.69 2.28 3.64  -0.22
C -1.12 2.96 4.77  -0.20
C -2.47 3.26 4.92  -0.20
C -3.37 2.88 3.94  -0.21
C -2.94 2.20 2.81  -0.20
C -2.37 0.23 0.17  -0.44
C -3.20 -0.66 0.85  -0.22
C -4.21 -1.34 0.19  -0.22
C -4.41 -1.14 -1.17  -0.20
C -3.59 -0.26 -1.87  -0.20
C -2.58 0.42 -1.20  -0.22
H 0.60 2.86 0.56  0.28
H -0.62 2.78 -0.71  0.28
H -0.06 -1.09 2.05  0.22
H 1.08 0.24 2.15  0.23
H 2.96 -0.27 0.95  0.22
H 2.90 -1.35 -0.42  0.22
H 2.32 -2.01 2.50  0.21
H 3.51 -2.71 1.43  0.22
H 0.63 -3.41 1.76  0.20
H 1.93 -4.40 1.13  0.22
H 0.24 -3.92 -0.64  0.23
H 1.77 -3.20 -1.06  0.21
H -0.72 -1.88 0.11  0.21
H 0.03 -1.54 -1.45  0.24
H 0.37 2.06 3.54  0.20
H -0.41 3.25 5.53  0.21
H -2.81 3.79 5.80  0.22
H -4.43 3.12 4.05  0.22
H -3.65 1.91 2.05  0.22
H -3.06 -0.82 1.91  0.21
H -4.85 -2.02 0.73  0.22
H -5.20 -1.67 -1.69  0.22
H -3.73 -0.11 -2.93  0.22
H -1.93 1.09 -1.76  0.22